No. 1
{"formula": "C52H46AsO5P2Ti", "method": "wB97M-V/def2-TZVPD", "charge": -1, "gap_ev": [4.318, 6.842], "homo_ev": [-2.16, -4.69], "multiplicity": 3, "species": ["Ti", "O", "C", "O", "C", "C", "C", "C", "C", "O", "C", "C", "O", "O", "H", "H", "H", "H", "H", "H", "H", "H", "C", "C", "C", "C", "C", "C", "P", "C", "C", "C", "C", "C", "C", "C", "C", "C", "C", "C", "C", "H", "H", "H", "H", "H", "H", "H", "H", "H", "H", "H", "H", "H", "H", "C", "C", "As", "C", "C", "C", "C", "C", "C", "C", "C", "C", "C", "C", "C", "P", "C", "C", "C", "C", "C", "C", "C", "C", "C", "C", "C", "C", "H", "H", "H", "H", "H", "H", "H", "H", "H", "H", "H", "H", "H", "H", "H", "H", "H", "H", "H", "H", "H", "H", "H", "H"], "coordinates": [[1.5504, -0.4793, 1.5749], [3.7925, -0.7900, 4.6257], [3.4576, -0.7174, 3.4560], [2.5676, -1.4048, 2.8654], [4.2334, 0.2351, 2.5001], [4.3711, -0.4324, 1.1203], [5.4350, 0.2880, 0.2765], [4.7196, 1.6227, -0.0043], [3.3365, 1.3668, 0.6335], [3.1683, -0.0382, 0.4513], [3.4495, 1.5270, 2.1543], [2.0653, 1.7570, 2.8875], [2.0297, 2.7145, 3.6499], [1.0819, 1.0153, 2.5911], [5.2014, 0.4553, 2.9607], [4.4590, -1.5264, 1.1426], [6.3858, 0.3965, 0.7955], [5.6056, -0.2617, -0.6517], [5.2212, 2.4759, 0.4492], [4.6250, 1.8050, -1.0747], [2.5125, 1.9206, 0.1725], [4.0284, 2.4172, 2.4219], [-2.0836, -6.1244, 5.4822], [-2.3476, -4.7827, 5.7034], [-1.5479, -3.8030, 5.1378], [-0.4659, -4.1564, 4.3417], [-0.1811, -5.5116, 4.1680], [-0.9871, -6.4905, 4.7140], [0.7591, -3.0297, 3.5486], [0.0481, -1.4185, 4.0575], [0.6888, -0.7588, 5.1031], [0.1379, 0.3853, 5.6493], [-1.0782, 0.8521, 5.1773], [-1.7250, 0.1956, 4.1421], [-1.1594, -0.9314, 3.5644], [0.1953, -3.1485, 1.8000], [-0.6160, -4.1940, 1.3639], [-0.7663, -4.4428, 0.0102], [-0.0067, -3.7221, -0.8977], [0.7809, -2.6687, -0.4516], [0.8395, -2.2766, 0.8910], [-2.7175, -6.8853, 5.9189], [-3.1856, -4.5005, 6.3292], [-1.7691, -2.7594, 5.3203], [0.6903, -5.7744, 3.5822], [-0.7569, -7.5364, 4.5550], [1.6261, -1.1542, 5.4752], [0.6515, 0.9027, 6.4455], [-1.5279, 1.7281, 5.6209], [-2.6850, 0.5492, 3.7942], [-1.6758, -1.4697, 2.7750], [-1.1554, -4.8111, 2.0710], [-1.4427, -5.2164, -0.3304], [-0.0582, -3.9500, -1.9572], [1.3749, -2.1412, -1.1928], [-0.2208, 2.4881, -0.8470], [-1.5036, 2.5398, -1.6581], [-1.7666, 4.1460, -2.8273], [-2.8538, 3.2598, -4.2168], [-3.6339, 2.1288, -3.9974], [-4.3162, 1.5204, -5.0373], [-4.2406, 2.0399, -6.3197], [-3.4993, 3.1887, -6.5501], [-2.8251, 3.7942, -5.5068], [-0.0901, 3.9878, -3.8171], [0.8471, 5.0162, -3.7543], [2.0506, 4.9188, -4.4239], [2.3364, 3.7882, -5.1779], [1.4063, 2.7619, -5.2553], [0.2068, 2.8602, -4.5827], [0.1148, 0.7233, -0.1661], [0.2556, -0.0011, -1.8421], [-0.8125, -0.5365, -2.5691], [-0.6223, -1.0241, -3.8471], [0.6318, -0.9916, -4.4387], [1.7083, -0.4861, -3.7188], [1.5222, 0.0019, -2.4426], [-1.5752, 0.3587, 0.3925], [-2.1413, -0.9129, 0.2570], [-3.4095, -1.1685, 0.7405], [-4.1346, -0.1736, 1.3795], [-3.5660, 1.0824, 1.5539], [-2.2954, 1.3419, 1.0816], [-0.2123, 3.2121, -0.0232], [0.6398, 2.7032, -1.4980], [-2.3751, 2.4940, -1.0009], [-1.5374, 1.6746, -2.3231], [-3.7093, 1.7061, -3.0032], [-4.9080, 0.6341, -4.8472], [-4.7588, 1.5554, -7.1336], [-3.4452, 3.6080, -7.5461], [-2.2447, 4.6941, -5.6874], [0.6183, 5.8994, -3.1652], [2.7699, 5.7227, -4.3619], [3.2768, 3.7091, -5.7021], [1.6180, 1.8795, -5.8409], [-0.5154, 2.0542, -4.6465], [-1.8016, -0.5714, -2.1379], [-1.4675, -1.4248, -4.3932], [0.7663, -1.3532, -5.4506], [2.6918, -0.4755, -4.1701], [2.3723, 0.3944, -1.8955], [-1.5788, -1.7060, -0.2129], [-3.8345, -2.1561, 0.6293], [-5.1250, -0.3792, 1.7604], [-4.1178, 1.8571, 2.0755], [-1.8492, 2.3111, 1.2592]], "forces_ev_per_a": [[-1.965, -0.400, -2.376], [-0.021, 0.090, 0.164], [1.642, 0.347, 0.339], [1.305, -1.119, 1.244], [0.009, -0.551, 0.482], [1.412, -0.450, 0.169], [-0.144, -0.222, -0.015], [-0.136, 0.011, -0.059], [0.391, 1.613, -0.253], [0.864, 0.007, -1.074], [-0.342, 0.452, 0.312], [0.897, 1.373, 0.271], [0.076, 0.057, 0.146], [-0.955, 2.060, 1.593], [-0.187, -0.038, -0.127], [-0.202, 0.381, -0.019], [-0.034, -0.018, 0.060], [0.032, -0.007, 0.083], [-0.077, 0.039, -0.007], [-0.014, 0.044, -0.009], [0.180, -0.248, 0.087], [-0.137, -0.210, -0.160], [-0.061, -0.084, 0.076], [-0.178, -0.138, 0.155], [0.025, 0.077, -0.047], [0.153, 0.053, -0.006], [-0.028, 0.032, 0.111], [-0.010, -0.106, 0.016], [-0.733, -0.422, 0.409], [-0.078, -0.364, 0.124], [-0.053, -0.044, 0.089], [0.008, -0.086, 0.048], [-0.067, -0.016, -0.083], [-0.118, 0.059, 0.137], [0.086, -0.125, 0.110], [0.210, -0.303, -0.013], [-0.230, 0.125, 0.111], [-0.025, -0.073, -0.228], [-0.024, -0.044, -0.193], [0.071, -0.383, -0.126], [-0.806, -1.470, -0.780], [-0.030, -0.015, 0.032], [-0.031, 0.034, -0.006], [-0.007, 0.019, -0.026], [0.068, -0.132, -0.035], [-0.006, -0.041, -0.012], [0.030, 0.085, -0.027], [0.050, 0.078, 0.068], [-0.030, 0.137, 0.017], [0.052, 0.014, 0.047], [0.066, 0.089, 0.079], [0.000, 0.012, -0.049], [-0.011, -0.094, -0.008], [0.017, -0.050, -0.036], [-0.137, -0.013, 0.096], [0.335, -0.118, 0.182], [-0.241, 0.289, -0.255], [0.030, -0.432, 0.174], [-0.068, 0.095, -0.099], [0.173, 0.105, 0.373], [-0.134, -0.063, -0.197], [-0.024, -0.060, 0.055], [-0.043, 0.011, -0.081], [0.171, 0.192, 0.269], [0.178, -0.010, -0.168], [-0.472, 0.033, 0.309], [0.333, -0.116, -0.214], [-0.074, 0.134, 0.093], [0.211, -0.026, -0.132], [-0.325, 0.043, 0.280], [-0.400, 0.299, -0.687], [-0.212, -0.234, -0.418], [0.304, 0.173, 0.208], [-0.005, -0.087, -0.367], [0.007, -0.004, 0.087], [-0.069, -0.090, -0.375], [-0.266, 0.316, 0.351], [-0.355, -0.153, 0.076], [0.172, 0.255, -0.061], [-0.256, -0.032, 0.082], [0.041, 0.113, -0.001], [-0.302, -0.061, 0.012], [0.219, -0.221, -0.157], [0.038, -0.089, -0.110], [-0.072, 0.003, 0.214], [0.074, 0.019, -0.188], [-0.089, 0.189, 0.003], [0.035, -0.048, 0.028], [0.003, -0.017, 0.023], [-0.063, -0.045, -0.078], [0.008, 0.030, -0.027], [0.010, -0.061, -0.077], [0.064, -0.016, -0.040], [0.061, 0.069, 0.007], [0.102, -0.001, -0.059], [0.034, -0.098, -0.036], [0.040, -0.072, -0.010], [-0.042, 0.007, 0.030], [-0.011, -0.012, -0.025], [0.032, -0.055, 0.022], [0.070, 0.043, 0.028], [-0.011, -0.055, 0.045], [0.035, -0.093, -0.008], [0.005, -0.100, -0.013], [-0.073, -0.013, 0.014], [0.044, -0.017, 0.000], [0.013, 0.061, 0.013]]}

***

No. 2
{"formula": "C5H9NO6", "method": "wB97M-V/def2-TZVPD", "smiles": "C=C(C)[C@@H](O)COOO[N+](=O)[O-]", "gap_ev": 9.629, "homo_ev": -9.67, "species": ["C", "C", "C", "C", "O", "C", "O", "O", "O", "N", "O", "O", "H", "H", "H", "H", "H", "H", "H", "H", "H"], "coordinates": [[-2.8655, 0.5742, 0.4805], [-1.8425, 0.0138, -0.1330], [-2.0055, -1.2702, -0.8626], [-0.4695, 0.6305, -0.0045], [-0.5169, 2.0542, -0.0059], [0.2874, 0.1437, 1.2340], [1.6563, 0.2849, 1.0305], [2.0034, -0.3304, -0.2437], [3.1547, 0.2989, -0.8248], [4.2348, -0.3831, -0.3772], [5.3392, -0.1228, -0.8388], [4.0818, -1.2500, 0.4807], [-2.7430, 1.4873, 1.0283], [-3.8430, 0.1399, 0.4426], [-1.0831, -1.5711, -1.3593], [-2.2885, -2.0729, -0.1802], [-2.7808, -1.1862, -1.6244], [0.1376, 0.3307, -0.8739], [-0.5621, 2.4121, -0.9166], [0.0031, 0.7325, 2.1115], [0.1019, -0.9157, 1.4368]], "forces_ev_per_a": [[-0.040, 0.299, 0.107], [0.067, 0.168, 0.620], [0.242, -0.549, -0.325], [-0.147, 0.228, -1.177], [0.191, 0.432, 0.010], [-1.193, -0.581, -1.265], [2.685, 1.069, 0.051], [0.111, -0.076, -0.461], [-2.223, 0.769, 0.469], [4.313, -3.792, 2.881], [-2.528, 1.012, -0.465], [-0.571, 1.599, -1.382], [-0.014, 0.353, 0.167], [-0.444, -0.162, -0.040], [0.019, -0.060, -0.055], [-0.006, -0.045, -0.059], [-0.007, -0.051, 0.004], [-0.450, -0.095, 0.286], [-0.014, -0.616, 0.806], [0.425, 0.056, -0.124], [-0.417, 0.043, -0.048]]}

***

No. 3
{"formula": "C5H10O2", "method": "wB97M-V/def2-TZVPD", "smiles": "CCCCC(=O)O", "gap_ev": 11.190, "homo_ev": -10.35, "species": ["C", "C", "C", "C", "C", "O", "O", "H", "H", "H", "H", "H", "H", "H", "H", "H", "H"], "coordinates": [[-1.2378, 0.6274, -1.7957], [-0.0733, -0.2324, -1.2500], [-0.3592, -0.8080, 0.1224], [-0.1292, 0.1905, 1.2773], [1.3511, 0.3203, 1.4893], [2.0534, 1.1271, 0.9485], [1.8463, -0.6435, 2.2954], [-1.5367, 0.3260, -2.8027], [-1.0543, 1.7080, -1.8221], [-2.1623, 0.4973, -1.2245], [0.8054, 0.4218, -1.2368], [0.0879, -1.0133, -1.9943], [0.1622, -1.7421, 0.3218], [-1.4130, -1.1098, 0.1885], [-0.5577, 1.1548, 1.0494], [-0.6030, -0.2289, 2.1666], [2.8202, -0.5953, 2.2667]], "forces_ev_per_a": [[-0.640, 0.144, -0.039], [-0.376, 0.701, -0.696], [-0.698, -0.130, 0.304], [0.163, -0.845, 0.159], [-0.174, -0.008, 0.010], [0.317, 0.305, -0.137], [0.223, -0.211, 0.059], [0.299, 0.080, -0.058], [0.190, -0.256, 0.052], [0.136, -0.042, 0.230], [0.128, -0.429, 0.092], [0.254, -0.154, 0.275], [0.445, 0.079, -0.009], [0.057, 0.136, -0.212], [-0.046, 0.278, -0.086], [0.105, 0.191, 0.059], [-0.383, 0.162, -0.003]]}

***

No. 4
{"formula": "C4H8O2", "method": "wB97M-V/def2-TZVPD", "smiles": "CO[C@H]1C[C@H]1O", "gap_ev": 10.492, "homo_ev": -9.50, "species": ["C", "O", "C", "C", "C", "O", "H", "H", "H", "H", "H", "H", "H", "H"], "coordinates": [[1.5904, -0.2538, -0.9194], [0.2205, -0.0483, -1.2046], [-0.6941, -0.5030, -0.2493], [-0.4251, -0.3722, 1.2252], [-1.3504, 0.5951, 0.5381], [-0.8740, 1.8767, 0.2845], [1.7743, -1.2612, -0.5259], [1.9685, 0.4913, -0.2030], [2.1281, -0.1345, -1.8625], [-1.2865, -1.3538, -0.5865], [0.5255, 0.0368, 1.5535], [-0.8418, -1.1376, 1.8743], [-2.4175, 0.5570, 0.7443], [-0.4414, 1.8257, -0.5839]], "forces_ev_per_a": [[0.279, -0.024, 0.048], [-0.069, -0.023, -0.057], [-0.130, -0.108, 0.011], [0.087, 0.032, 0.210], [-0.256, -0.219, 0.079], [0.094, 0.056, -0.144], [-0.041, 0.154, -0.050], [-0.073, -0.196, -0.116], [-0.067, -0.011, 0.116], [0.130, 0.194, 0.032], [-0.126, -0.038, -0.097], [0.048, 0.132, -0.123], [0.162, -0.036, -0.044], [-0.038, 0.087, 0.135]]}

***

No. 5
{"formula": "C25H45N2P3RhSe2", "method": "wB97M-V/def2-TZVPD", "charge": 3, "gap_ev": [5.664, 4.678], "homo_ev": [-15.51, -16.32], "multiplicity": 5, "species": ["Rh", "P", "P", "P", "H", "C", "C", "H", "C", "C", "C", "C", "C", "C", "C", "C", "C", "H", "H", "H", "H", "H", "H", "H", "H", "H", "H", "H", "H", "H", "H", "H", "H", "H", "H", "H", "H", "H", "H", "H", "H", "H", "H", "H", "H", "H", "C", "C", "C", "C", "C", "C", "Se", "H", "H", "H", "H", "H", "H", "C", "N", "C", "Se", "N", "C", "C", "C", "C", "C", "C", "H", "H", "H", "H", "H", "H", "H", "H"], "coordinates": [[-0.7473, -0.0231, -1.7250], [-3.0354, -0.1072, -1.3525], [-0.1246, -2.2174, -1.0620], [-0.2875, 2.3188, -1.3906], [4.5450, -0.7013, 0.2339], [3.8775, 0.1832, 0.1668], [2.8321, 0.1764, 1.2025], [2.6410, -0.6583, 1.9162], [-4.0182, -0.4251, -2.8663], [-3.6081, -1.4383, -0.2425], [-3.7722, 1.4260, -0.6911], [1.6632, -2.6305, -1.1754], [-0.5946, -2.9211, 0.5768], [-0.8511, -3.4260, -2.2623], [1.4895, 2.8250, -1.4368], [-0.9077, 3.3012, 0.0451], [-0.9834, 3.2146, -2.8409], [4.5150, 1.0868, 0.1450], [1.9632, 0.8529, 1.1733], [-5.0972, -0.4744, -2.6581], [-3.7108, -1.3705, -3.3282], [-3.8151, 0.3606, -3.6042], [-4.6955, -1.5196, -0.2437], [-3.2692, -1.2195, 0.7727], [-3.2105, -2.4162, -0.5235], [-4.8608, 1.3603, -0.6761], [-3.5011, 2.3001, -1.2847], [-3.4255, 1.5910, 0.3282], [1.7721, -3.7042, -1.3908], [2.1658, -2.4024, -0.2252], [2.1556, -2.0803, -1.9802], [-1.0065, -3.9330, 0.4642], [-1.3265, -2.2749, 1.0823], [0.2967, -2.9600, 1.2120], [-0.4289, -4.4262, -2.0667], [-0.5925, -3.1342, -3.2931], [-1.9484, -3.4563, -2.1649], [1.5866, 3.9216, -1.4336], [1.9513, 2.4391, -2.3509], [2.0205, 2.4289, -0.5602], [-0.4799, 4.3150, 0.0105], [-0.6282, 2.8140, 0.9924], [-2.0006, 3.3617, 0.0220], [-0.6685, 4.2700, -2.8315], [-2.0782, 3.1582, -2.7899], [-0.6518, 2.7265, -3.7644], [0.8762, 0.0722, -4.9806], [2.1655, -0.1486, -4.4786], [3.2559, -0.0906, -5.3575], [3.0649, 0.2235, -6.7195], [1.7805, 0.5518, -7.1778], [0.6849, 0.4917, -6.3200], [-0.6307, -0.5257, -3.9089], [3.2155, 0.1768, -0.7399], [2.2483, -0.4732, -3.4290], [4.2514, -0.3090, -4.9629], [3.9203, 0.2265, -7.4063], [1.6592, 0.8422, -8.2314], [-0.3496, 0.6938, -6.6647], [1.4234, 1.5388, 3.7581], [0.9072, 0.1880, 3.9865], [-0.1395, -0.4072, 3.3218], [-1.0563, 0.2816, 1.8758], [-0.3789, -1.5832, 4.0057], [0.5191, -1.7457, 5.0627], [0.4704, -2.6255, 6.1382], [1.2688, -2.2977, 7.2482], [2.0752, -1.1340, 7.2487], [2.1195, -0.2658, 6.1445], [1.3252, -0.6140, 5.0532], [2.5201, 1.5259, 3.6895], [1.1175, 2.2135, 4.5784], [1.0218, 1.8964, 2.8029], [-1.0533, -2.2883, 3.7274], [-0.1731, -3.5077, 6.0721], [1.2541, -2.9369, 8.1356], [2.6741, -0.9115, 8.1348], [2.7006, 0.6553, 6.0916]], "forces_ev_per_a": [[0.920, 0.002, 2.650], [-0.834, -0.228, 0.098], [-0.688, -1.415, -1.015], [-0.356, 1.626, -0.723], [-0.532, 0.544, -0.271], [-0.376, -0.281, -0.405], [-1.159, -0.531, 1.526], [0.607, 0.562, -0.651], [0.575, 0.041, -0.427], [0.180, 0.086, 0.278], [0.078, -0.127, 0.116], [0.080, 0.305, 0.109], [-0.147, 0.392, 0.186], [0.168, -0.121, 0.208], [-0.064, -0.527, 0.107], [0.007, -0.344, 0.103], [0.039, 0.095, 0.298], [-0.397, -0.276, -0.011], [0.662, -0.075, -0.282], [0.385, 0.126, 0.179], [-0.047, 0.094, 0.157], [-0.163, -0.086, 0.158], [-0.030, 0.184, -0.062], [-0.148, -0.044, -0.063], [0.022, 0.174, -0.155], [-0.019, -0.142, -0.018], [0.022, -0.176, -0.098], [-0.019, -0.011, 0.069], [-0.173, 0.289, 0.143], [-0.118, 0.029, -0.304], [-0.061, -0.051, 0.092], [0.154, 0.263, -0.069], [0.164, -0.394, -0.277], [-0.079, -0.056, -0.152], [-0.294, 0.314, -0.035], [-0.091, -0.165, 0.450], [0.400, -0.020, -0.067], [-0.287, -0.333, -0.010], [0.015, 0.009, 0.141], [-0.086, 0.076, -0.279], [-0.154, -0.346, -0.077], [0.016, 0.331, -0.408], [0.261, 0.109, -0.041], [-0.145, -0.349, -0.051], [0.244, 0.095, -0.108], [-0.007, 0.161, 0.173], [-0.023, -0.076, -0.062], [0.021, -0.362, -0.216], [-0.158, 0.091, 0.129], [-0.096, 0.024, 0.725], [0.150, 0.143, -0.194], [-0.788, -0.447, 0.314], [0.679, 0.645, -2.585], [1.240, -0.085, -0.118], [0.336, 0.276, -0.613], [-0.297, 0.080, -0.274], [-0.445, 0.022, 0.342], [-0.105, -0.148, 0.614], [0.892, -0.135, 0.048], [0.042, 0.424, -0.070], [0.159, -0.433, 0.289], [0.519, -0.431, 1.010], [0.458, -0.385, 0.877], [0.621, -0.013, -0.297], [-1.515, 0.071, -0.543], [0.573, -0.343, 0.712], [-0.772, -0.606, -0.953], [0.451, 0.978, -0.844], [0.346, -0.533, 0.729], [-0.569, 1.485, -0.438], [-0.373, -0.159, 0.048], [0.033, -0.392, -0.362], [0.093, -0.014, 0.439], [0.010, 0.333, 0.018], [0.269, 0.321, 0.384], [-0.004, 0.231, -0.373], [-0.228, -0.014, -0.318], [-0.041, -0.354, 0.398]]}

***

No. 6
{"formula": "C2H5IO", "method": "wB97M-V/def2-TZVPD", "gap_ev": [7.137, 6.778], "homo_ev": [-6.69, -9.27], "multiplicity": 3, "species": ["C", "C", "O", "I", "H", "H", "H", "H", "H"], "coordinates": [[-1.0992, -1.4129, 1.1002], [0.8320, 1.2668, -0.9617], [-1.3636, -0.7506, 0.1170], [1.8739, -0.3329, 0.0172], [-0.7773, -2.4007, 1.0696], [-1.3557, -1.0692, 2.2422], [0.0783, 0.8611, -1.5397], [1.4911, 1.8151, -1.6103], [0.3204, 2.0234, -0.4344]], "forces_ev_per_a": [[-0.043, -0.317, 6.561], [1.233, 0.294, -0.186], [-1.287, 2.544, -3.437], [-0.009, 0.885, -0.205], [0.556, -1.907, -0.279], [0.351, -0.431, -2.738], [-1.281, -1.345, -1.277], [0.656, -0.187, -0.235], [-0.176, 0.465, 1.795]]}

***

Short version: energy relative to the best compared isomer or geometry (same formula, charge and spin) = 1.2666, 9.8952, 0.4537, 2.4367, 0.1222, 0.0000 eV, in the order given.
Short version: max |F| = 0.060, 0.125, 0.021, 0.007, 0.055, 0.128 hartree/bohr, in the order given.